(1)
{"formula": "C20H46N2O5", "method": "ωB97M-V/def2-TZVPD", "e_homo_ev": -8.17, "total_charge": 0, "lumo_ev": 0.564, "homo_lumo_gap_ev": 8.730, "symbols": ["C", "C", "C", "O", "O", "C", "O", "O", "C", "C", "O", "C", "C", "H", "H", "H", "H", "H", "H", "H", "H", "H", "H", "H", "H", "H", "H", "H", "H", "C", "C", "N", "C", "C", "C", "C", "H", "H", "H", "H", "H", "H", "H", "H", "H", "H", "H", "H", "H", "H", "H", "C", "C", "N", "C", "C", "C", "C", "H", "H", "H", "H", "H", "H", "H", "H", "H", "H", "H", "H", "H", "H", "H"], "coordinates": [[5.68381, 1.69828, 1.72406], [5.46628, 3.24784, 1.13404], [5.71829, 3.35367, -0.49333], [4.84824, 4.35483, -1.16617], [4.64741, 5.39436, -0.36281], [3.30320, 5.95086, -0.57743], [2.81450, 5.89854, -1.84469], [2.45126, 6.61106, 0.42268], [2.21516, 5.77032, 1.60619], [1.52172, 4.31370, 1.29548], [0.19276, 4.38189, 0.66551], [-0.32863, 3.04387, 0.32412], [0.43277, 2.34729, -0.94993], [4.68463, 1.37430, 2.27187], [5.85813, 0.91546, 0.86935], [6.56601, 1.70843, 2.51593], [4.35466, 3.53079, 1.44070], [6.16399, 3.98718, 1.72364], [5.45840, 2.29364, -0.94512], [6.86242, 3.54076, -0.75630], [3.17650, 5.64947, 2.30375], [1.43351, 6.36564, 2.28418], [1.35370, 3.79812, 2.35876], [2.30200, 3.64106, 0.71552], [-0.32571, 2.36771, 1.29138], [-1.47332, 3.18740, 0.03997], [1.60527, 2.32215, -0.87409], [0.07232, 1.23527, -1.02786], [0.17482, 2.99517, -1.91195], [-1.13319, -1.80141, 0.74014], [0.26832, -1.66890, 1.32995], [0.32028, -0.86930, 2.55684], [1.68100, -0.49360, 2.94838], [2.64263, -1.61498, 3.33128], [-0.54788, -1.30512, 3.65285], [-0.37141, -2.72833, 4.17190], [-1.59150, -0.81916, 0.58164], [-1.08175, -2.30666, -0.23018], [-1.79186, -2.39467, 1.38195], [0.88676, -1.18256, 0.56443], [0.68635, -2.67088, 1.48033], [1.63684, 0.22886, 3.77310], [2.13085, 0.06382, 2.11558], [2.40961, -2.02742, 4.31506], [3.66245, -1.21991, 3.38678], [2.64775, -2.42724, 2.60001], [-1.58946, -1.18912, 3.33141], [-0.45030, -0.60852, 4.49527], [-0.30072, -3.46444, 3.36712], [-1.23752, -3.00292, 4.78564], [0.50961, -2.82138, 4.80922], [-4.56119, -2.38369, -0.95215], [-4.27456, -2.10659, -2.42549], [-3.62563, -3.22104, -3.12134], [-3.08411, -2.85175, -4.43145], [-4.07302, -2.41648, -5.50915], [-4.32029, -4.50944, -3.07252], [-5.74723, -4.56443, -3.60812], [-3.65380, -2.69460, -0.42303], [-4.93493, -1.47469, -0.46896], [-5.32346, -3.15830, -0.82315], [-3.60913, -1.23414, -2.45753], [-5.20682, -1.80781, -2.91840], [-2.47934, -3.67958, -4.82261], [-2.36830, -2.03193, -4.28267], [-4.62945, -3.26515, -5.91209], [-3.52818, -1.96835, -6.34672], [-4.78297, -1.66916, -5.14579], [-4.33674, -4.85026, -2.03077], [-3.72012, -5.26792, -3.59112], [-6.36343, -3.73543, -3.25095], [-6.22730, -5.49150, -3.27298], [-5.77097, -4.57295, -4.69917]], "atomic_forces_ev_per_a": [[-0.33, 0.47, 0.24], [-0.31, -0.27, 0.55], [0.52, -1.12, 1.15], [1.11, -3.98, -2.09], [-3.35, 4.44, 3.57], [-3.55, -0.36, -7.56], [3.33, 0.39, 8.61], [3.24, -3.00, -1.03], [-1.42, -0.39, 1.94], [0.53, -0.56, 1.05], [1.58, -1.11, 0.09], [-0.46, -0.55, -0.06], [-0.08, 0.48, 0.00], [2.18, 0.64, -1.06], [-0.09, 1.55, 1.68], [-1.88, -0.28, -1.84], [2.40, -0.42, -1.06], [-1.36, -1.45, -1.31], [0.18, 2.43, 0.61], [-2.45, -0.06, 0.67], [-1.91, 0.02, -1.86], [1.72, -1.06, -1.80], [0.60, 1.05, -2.02], [-1.71, 1.31, 0.82], [0.25, 1.14, -1.87], [2.55, -0.08, 0.57], [-2.32, 0.12, 0.09], [0.54, 2.18, -0.06], [0.49, -1.64, 2.00], [-0.05, -0.04, 0.08], [-0.19, 0.17, 0.09], [0.20, 0.31, 0.09], [-0.08, 0.14, -0.23], [0.23, -0.09, 0.19], [-0.26, 0.09, -0.24], [-0.06, -0.23, 0.30], [0.06, -0.10, 0.10], [0.02, 0.04, 0.13], [0.03, 0.09, -0.07], [0.11, 0.05, 0.31], [0.04, -0.14, -0.08], [-0.21, -0.13, -0.04], [-0.18, -0.10, -0.07], [0.01, -0.05, -0.13], [-0.07, -0.03, -0.02], [-0.03, 0.06, 0.06], [0.13, -0.01, -0.13], [0.21, 0.02, -0.24], [0.02, 0.08, 0.03], [0.10, 0.04, -0.09], [-0.03, -0.08, -0.12], [-0.05, -0.13, 0.02], [0.13, -0.22, 0.10], [0.28, -0.03, -0.17], [0.19, 0.14, 0.19], [-0.07, -0.01, -0.31], [0.08, 0.05, 0.35], [-0.27, -0.24, -0.15], [-0.13, -0.01, -0.14], [0.03, -0.10, -0.10], [0.10, 0.06, 0.02], [0.03, -0.21, -0.26], [-0.13, 0.11, 0.00], [-0.17, -0.04, 0.20], [-0.14, -0.06, 0.16], [-0.04, 0.12, 0.06], [-0.04, -0.03, 0.08], [0.05, -0.08, -0.01], [0.02, 0.17, -0.03], [0.08, 0.31, -0.03], [0.08, -0.02, -0.02], [0.06, 0.12, -0.03], [-0.07, 0.10, 0.09]]}

---

(2)
{"formula": "C20H46OP4Yb", "method": "ωB97M-V/def2-TZVPD", "relative_energy_ev": 0.000, "e_homo_ev": [-15.85, -15.85], "total_charge": 3, "spin_multiplicity": 2, "lumo_ev": [-8.621, -11.034], "homo_lumo_gap_ev": [7.227, 4.813], "symbols": ["Yb", "P", "P", "P", "H", "C", "C", "H", "C", "C", "C", "C", "C", "C", "C", "C", "C", "H", "H", "H", "H", "H", "H", "H", "H", "H", "H", "H", "H", "H", "H", "H", "H", "H", "H", "H", "H", "H", "H", "H", "H", "H", "H", "H", "H", "H", "C", "C", "C", "C", "C", "C", "O", "H", "H", "H", "H", "H", "H", "C", "P", "C", "C", "H", "H", "H", "H", "H", "H", "H", "H", "H"], "coordinates": [[-1.88133, 2.24859, -1.66917], [-1.88871, -1.85919, 1.35322], [0.91859, -1.07989, 2.75359], [2.07186, -1.64567, -1.40210], [-1.34151, 4.70803, -2.98193], [-1.56719, 3.86021, -3.65446], [-2.64892, 3.05136, -3.59590], [-3.50199, 3.25380, -2.90071], [-3.58515, -1.75677, 2.09554], [-1.53686, -3.51146, 2.09254], [-2.33618, -2.49284, -0.32874], [2.51256, -0.12895, 2.58195], [0.52028, -0.65629, 4.50378], [1.64298, -2.74309, 3.05953], [1.45700, -1.70107, -3.07112], [1.75499, -3.23117, -0.64191], [3.76972, -1.11267, -1.42852], [-0.98453, 3.80632, -4.57031], [-2.73046, 2.20078, -4.29116], [-4.16722, -0.95932, 1.61612], [-3.49550, -1.55772, 3.17505], [-4.11344, -2.71084, 1.95185], [-1.26545, -3.39035, 3.14413], [-0.74206, -4.01914, 1.54249], [-2.44312, -4.12792, 2.02401], [-2.38320, -1.64160, -1.01785], [-3.29606, -3.03185, -0.31154], [-1.56383, -3.17904, -0.70171], [3.24694, -0.53138, 3.30030], [2.35492, 0.94156, 2.77894], [2.89195, -0.24173, 1.55512], [1.19091, -1.21664, 5.16446], [-0.51323, -0.95623, 4.70411], [0.62445, 0.41078, 4.71463], [2.70903, -2.66058, 3.29567], [1.53948, -3.37130, 2.16911], [1.12099, -3.22781, 3.88891], [1.94939, -2.53503, -3.59282], [1.65234, -0.75033, -3.58129], [0.37628, -1.88580, -3.08880], [1.69644, -3.99768, -1.43442], [0.77720, -3.18054, -0.12724], [2.54724, -3.46283, 0.08521], [4.22707, -1.52075, -2.34252], [4.30818, -1.51631, -0.55717], [3.81005, -0.00876, -1.42454], [0.43409, 1.47493, -2.63186], [1.49163, 2.40234, -2.73394], [1.96493, 2.68620, -4.00181], [1.45761, 2.06064, -5.15284], [0.38721, 1.15424, -5.02579], [-0.20733, 0.90985, -3.80154], [0.04820, 1.07813, -1.41005], [1.33704, -0.70767, -0.60745], [1.97487, 2.78355, -1.81542], [2.81262, 3.37496, -4.05532], [1.94015, 2.26012, -6.12902], [-0.03437, 0.62743, -5.88916], [-1.07325, 0.20127, -3.72443], [0.21758, 2.70490, 2.92688], [-0.97738, 1.69409, 1.95105], [-2.19467, 1.55839, 3.34243], [-1.69509, 3.11716, 1.01933], [0.65377, 2.12546, 3.74772], [-0.30268, 3.57536, 3.34437], [1.00507, 3.05023, 2.24812], [-2.68256, 2.52255, 3.54242], [-1.69292, 1.24950, 4.26729], [-2.98622, 0.83080, 3.12775], [-1.74120, 4.00327, 1.67249], [-1.05299, 3.44683, 0.16389], [-2.76904, 2.93456, 0.79050]], "atomic_forces_ev_per_a": [[2.05, -2.12, 2.87], [-0.80, -2.26, 0.43], [1.46, -0.04, 1.56], [-0.81, 0.80, 0.41], [-0.39, -0.36, -0.31], [-1.18, 0.43, -1.04], [-0.61, 1.59, -1.65], [0.38, -0.09, -0.60], [0.06, 0.94, 0.16], [0.23, 0.17, 0.01], [0.46, 0.61, -0.41], [-0.42, 0.35, -0.72], [-0.71, 0.11, -0.25], [-0.42, -0.53, -0.67], [-0.26, 0.01, -0.35], [-0.03, -0.47, 0.10], [0.50, -0.17, 0.11], [0.61, -0.30, 0.49], [-0.31, 0.65, 0.10], [0.06, -0.12, 0.27], [-0.15, -0.01, -0.37], [0.33, 0.26, -0.05], [0.01, -0.22, -0.08], [0.06, 0.00, 0.22], [0.26, 0.14, 0.03], [-0.19, -0.27, -0.09], [0.30, 0.27, 0.13], [-0.16, 0.20, 0.14], [-0.41, 0.10, -0.25], [0.05, -0.40, -0.14], [0.08, 0.09, 0.35], [-0.06, 0.07, -0.20], [0.15, 0.03, 0.22], [-0.05, -0.24, -0.10], [-0.24, 0.10, 0.04], [0.07, -0.06, 0.28], [0.06, 0.01, -0.18], [0.01, 0.26, 0.12], [0.06, -0.32, 0.09], [0.23, 0.05, 0.09], [0.19, 0.16, 0.49], [0.48, -0.04, -0.25], [-0.30, -0.13, -0.27], [0.04, 0.25, 0.29], [-0.10, 0.24, -0.27], [0.02, -0.52, -0.11], [-0.30, -0.85, 0.06], [-0.52, -0.60, -0.18], [0.62, 0.26, -0.45], [0.16, -0.12, -0.03], [-0.17, 0.44, -0.86], [0.70, 0.50, 1.21], [-1.38, 0.35, 0.20], [0.31, -0.32, -0.61], [-0.42, -0.19, -0.65], [-0.29, -0.20, -0.35], [-0.52, -0.20, 0.71], [0.35, 0.39, 0.09], [0.94, 0.53, 0.14], [0.20, 0.14, -0.43], [0.24, 0.06, 0.93], [-0.62, 0.02, -0.28], [-0.52, 0.79, 0.09], [-0.06, 0.24, -0.29], [0.18, -0.16, 0.02], [0.06, 0.04, 0.30], [0.17, -0.17, 0.01], [0.00, 0.03, -0.30], [0.13, 0.13, 0.05], [0.03, -0.17, -0.23], [-0.31, -0.19, 0.54], [0.43, 0.00, -0.34]]}

---

(3)
{"formula": "C20H46P4RhS", "method": "ωB97M-V/def2-TZVPD", "e_homo_ev": [-15.81, -17.57], "total_charge": 3, "spin_multiplicity": 5, "lumo_ev": [-9.276, -13.169], "homo_lumo_gap_ev": [6.532, 4.402], "symbols": ["Rh", "P", "P", "P", "H", "C", "C", "H", "C", "C", "C", "C", "C", "C", "C", "C", "C", "H", "H", "H", "H", "H", "H", "H", "H", "H", "H", "H", "H", "H", "H", "H", "H", "H", "H", "H", "H", "H", "H", "H", "H", "H", "H", "H", "H", "H", "C", "C", "C", "C", "C", "C", "S", "H", "H", "H", "H", "H", "H", "C", "P", "C", "C", "H", "H", "H", "H", "H", "H", "H", "H", "H"], "coordinates": [[-0.67748, -0.14496, -0.45236], [0.12784, -2.41982, 0.33577], [1.95770, 0.31594, 1.09658], [-2.63323, -1.18507, -0.96967], [0.36841, -0.19227, -2.30233], [-0.65477, 0.27024, -2.33074], [-1.04396, 1.66249, -2.37807], [-0.34784, 2.32015, -2.91419], [1.30022, -3.09159, -0.91277], [1.00012, -2.81156, 1.90962], [-1.04148, -3.82358, 0.49366], [2.36077, 2.12252, 1.33205], [2.86355, -0.18913, 2.69128], [3.24192, -0.19260, -0.10973], [-3.74014, 0.20259, -1.45921], [-3.83834, -2.22074, -0.14935], [-2.09963, -2.27851, -2.39972], [-1.25022, -0.25946, -3.09350], [-2.06329, 1.80432, -2.76607], [1.60995, -4.08801, -0.56051], [2.17832, -2.43969, -1.01215], [0.79034, -3.18090, -1.88155], [0.85832, -3.88540, 2.11406], [0.58430, -2.26280, 2.76266], [2.07335, -2.61530, 1.81395], [-0.44458, -4.70402, 0.77529], [-1.55953, -4.04929, -0.43872], [-1.75636, -3.63064, 1.30140], [3.25470, 2.21984, 1.97196], [1.49643, 2.66001, 1.76203], [2.61678, 2.57276, 0.36172], [3.88439, -0.50254, 2.40510], [2.35452, -1.01055, 3.22070], [2.93061, 0.68845, 3.36124], [3.95374, 0.63063, -0.23353], [2.81196, -0.41476, -1.09094], [3.76657, -1.08531, 0.25105], [-4.16449, -0.02730, -2.45152], [-3.12787, 1.10940, -1.50310], [-4.55847, 0.37886, -0.74240], [-4.59172, -2.44084, -0.91352], [-4.32378, -1.70749, 0.67830], [-3.44305, -3.16719, 0.20704], [-2.81924, -2.11865, -3.21834], [-2.11254, -3.32738, -2.07543], [-1.07469, -2.08810, -2.77422], [1.35703, 3.99659, -1.30651], [1.30991, 2.59894, -1.44583], [2.22662, 1.91519, -2.22936], [3.44728, 2.52383, -2.53790], [3.58687, 3.88528, -2.27120], [2.51882, 4.63416, -1.75932], [-0.06906, 4.81145, -0.70976], [0.08332, 4.71569, 0.58229], [0.47317, 2.07022, -0.96488], [1.98888, 0.88424, -2.52875], [4.24175, 1.97182, -3.05468], [4.50733, 4.39549, -2.52151], [2.50232, 5.73028, -1.71691], [-0.39183, 0.80467, 3.12584], [-1.36848, 0.12793, 1.70807], [-2.18317, -1.23249, 2.67485], [-2.68779, 1.40630, 1.58803], [0.37466, 0.09211, 3.46996], [-1.11239, 0.96991, 3.94538], [0.07414, 1.76259, 2.86003], [-2.57511, -0.78813, 3.60554], [-3.01340, -1.67223, 2.11229], [-1.46709, -2.02238, 2.94452], [-2.78320, 1.89687, 2.57137], [-2.40308, 2.15975, 0.83545], [-3.65561, 0.95918, 1.31119]], "atomic_forces_ev_per_a": [[2.07, -1.78, 3.66], [0.60, -1.38, -0.18], [1.17, 0.73, 0.71], [-0.26, 0.36, -1.70], [-0.13, 0.66, -0.27], [-1.14, -0.62, -1.80], [0.08, 0.42, -2.46], [-0.28, 0.16, 0.43], [-0.12, 0.01, 0.22], [0.18, 0.16, 0.14], [-0.14, -0.13, -0.16], [-0.06, 0.17, -0.47], [-0.55, -0.26, 0.07], [0.11, -0.04, -0.35], [0.07, -0.18, -0.60], [-0.16, -0.58, 0.60], [-0.42, 0.07, 0.00], [0.45, 0.20, 0.18], [0.42, 0.29, 0.60], [0.02, 0.28, -0.29], [-0.28, -0.32, -0.01], [0.22, -0.04, 0.23], [0.17, 0.44, -0.12], [0.25, -0.07, -0.20], [-0.24, -0.01, 0.12], [-0.22, 0.26, -0.19], [0.02, -0.04, 0.29], [0.15, -0.13, -0.21], [-0.51, 0.05, -0.21], [0.59, -0.14, -0.10], [-0.08, -0.06, 0.45], [-0.50, 0.14, 0.19], [0.45, 0.41, -0.17], [-0.13, -0.55, -0.33], [0.08, -0.30, 0.09], [0.17, -0.02, 0.22], [-0.08, 0.22, -0.13], [-0.04, 0.30, 0.34], [-0.60, -0.30, 0.00], [0.32, -0.36, -0.27], [0.02, 0.09, 0.03], [-0.12, 0.05, -0.14], [-0.08, 0.05, -0.03], [0.25, -0.36, 0.12], [-0.40, 0.35, -0.26], [-0.77, -0.06, 0.35], [1.22, 0.73, 0.42], [-0.23, -1.37, 0.10], [0.50, -0.59, -0.21], [-1.10, -1.46, -0.60], [-0.46, 1.94, 0.52], [-0.49, 0.75, -0.36], [-0.14, 1.09, -1.64], [0.24, -0.74, 1.20], [0.59, 0.32, -0.10], [0.54, 0.63, 0.25], [-0.32, 0.23, 0.28], [0.05, 0.02, 0.01], [0.54, -0.48, 0.00], [0.07, 0.03, -0.22], [-1.64, 0.52, 2.44], [-0.03, 0.16, -0.28], [0.03, 0.08, 0.26], [-0.32, 0.31, -0.15], [0.33, -0.03, -0.31], [-0.15, -0.32, 0.20], [0.12, -0.18, -0.38], [0.30, 0.08, 0.31], [-0.28, 0.32, -0.08], [-0.14, -0.12, -0.41], [-0.18, -0.21, 0.26], [0.38, 0.19, 0.08]]}